{
  "formula": "C17H20O5",
  "method": "the ωB97M-V functional and the def2-TZVPD basis",
  "symbols": ["C", "C", "C", "C", "C", "C", "C", "O", "C", "C", "C", "C", "C", "C", "O", "O", "C", "O", "C", "O", "C", "C", "H", "H", "H", "H", "H", "H", "H", "H", "H", "H", "H", "H", "H", "H", "H", "H", "H", "H", "H", "H"],
  "positions_angstrom": [[-4.92210, -0.75078, 2.05629], [-5.50633, 0.46138, 1.34299], [-5.15068, 0.48187, -0.15002], [-3.67083, 0.62846, -0.35927], [-3.05385, 1.86115, -0.21425], [-1.68577, 1.97205, -0.35849], [-0.89271, 0.87101, -0.66000], [0.44287, 1.14870, -0.80321], [1.39947, 0.12953, -0.63144], [2.73179, 0.78049, -0.45178], [3.10883, 2.09469, -0.52950], [4.49338, 2.11748, -0.27815], [4.86628, 0.81184, -0.06477], [6.18445, 0.26266, 0.23930], [7.18650, 0.92894, 0.34784], [6.15547, -1.07097, 0.38632], [7.40030, -1.68194, 0.68506], [3.78475, 0.00067, -0.17205], [-1.50999, -0.37919, -0.83396], [-0.71771, -1.45063, -1.17208], [-1.31752, -2.71235, -1.32756], [-2.88600, -0.47402, -0.66808], [-3.83695, -0.74692, 1.98337], [-5.19659, -0.74166, 3.10858], [-5.29585, -1.67177, 1.61322], [-6.59364, 0.45447, 1.44682], [-5.12953, 1.37266, 1.81129], [-5.66770, 1.32020, -0.62205], [-5.50467, -0.44077, -0.61394], [-3.64148, 2.73669, 0.01626], [-1.19035, 2.92306, -0.24452], [1.43163, -0.53693, -1.50487], [1.17226, -0.48476, 0.25051], [2.46618, 2.92309, -0.74006], [5.14370, 2.96714, -0.25362], [7.81068, -1.27527, 1.61189], [7.19917, -2.74499, 0.78870], [8.11502, -1.50242, -0.12102], [-1.79757, -3.04918, -0.40301], [-0.50275, -3.39110, -1.57616], [-2.04912, -2.71433, -2.14186], [-3.37303, -1.42825, -0.79274]],
  "total_charge": 0,
  "spin_multiplicity": 1,
  "gap_ev": 8.9123,
  "lumo_energy_ev": 0.696,
  "smiles": "CCCc1ccc(OCc2ccc(C(=O)OC)o2)c(OC)c1",
  "e_tot_ev": -28189.8731,
  "e_above_lowest_kcal_mol": 0.00,
  "e_homo_ev": -8.2
}


{
  "formula": "C26H34BrCrN11PS",
  "method": "the ωB97M-V functional and the def2-TZVPD basis",
  "symbols": ["Cr", "N", "C", "N", "N", "N", "N", "C", "N", "N", "N", "N", "H", "C", "C", "C", "C", "C", "C", "C", "C", "C", "S", "C", "N", "H", "H", "H", "H", "H", "H", "H", "H", "Br", "C", "C", "C", "C", "C", "N", "H", "H", "H", "H", "C", "C", "C", "P", "C", "C", "C", "C", "C", "C", "H", "H", "H", "H", "H", "H", "H", "H", "H", "H", "H", "H", "H", "H", "H", "H", "H", "H", "H", "H", "H"],
  "positions_angstrom": [[0.87145, -0.40421, 0.18620], [0.40086, -1.82835, 3.08452], [0.53412, -0.46401, 3.08966], [0.61264, 0.27925, 4.16762], [0.69710, 1.54894, 3.69176], [0.67387, 1.56460, 2.41174], [0.56521, 0.27882, 1.97266], [-0.04042, -2.52144, 1.98906], [-0.51850, -3.74613, 2.01697], [-0.89102, -3.98565, 0.73487], [-0.65434, -2.97312, -0.01235], [-0.10490, -1.99411, 0.75942], [0.35665, -2.29507, 3.97519], [1.21919, 1.97934, -2.32838], [1.98353, 2.25277, -1.07245], [2.54694, 3.52639, -0.85228], [3.33226, 3.74264, 0.24153], [3.66246, 2.66222, 1.08254], [4.54220, 2.77203, 2.18417], [4.86453, 1.65851, 2.90398], [4.35178, 0.39416, 2.54026], [3.48344, 0.25664, 1.48710], [2.90411, -1.29376, 0.90112], [3.08949, 1.41740, 0.77972], [2.16273, 1.25792, -0.22019], [1.02943, 2.89319, -2.88786], [0.27166, 1.50186, -2.10721], [1.79594, 1.30072, -2.96080], [2.33659, 4.31830, -1.55849], [3.74156, 4.72481, 0.44975], [4.95427, 3.74192, 2.43512], [5.53123, 1.73569, 3.75309], [4.64970, -0.48993, 3.08962], [1.29762, -1.53385, -2.19003], [1.60085, -3.42298, -1.91899], [1.21243, -4.27185, -2.93822], [1.41204, -5.62307, -2.70958], [1.97153, -6.03698, -1.51050], [2.32356, -5.07532, -0.57730], [2.14153, -3.77130, -0.79181], [0.76624, -3.90129, -3.84985], [1.12168, -6.34432, -3.46290], [2.12486, -7.08603, -1.29931], [2.76065, -5.34147, 0.37668], [-2.12770, 2.96336, 1.14646], [-2.28155, 2.39756, -0.26634], [-1.55090, 3.30361, -1.25516], [-1.82480, 0.58738, -0.40533], [-2.64904, 0.08279, -2.01321], [-1.85118, 0.29317, -3.29997], [-4.05617, 0.64980, -2.19539], [-3.10871, -0.05451, 0.81138], [-3.75343, -1.39483, 0.44424], [-2.60700, -0.11751, 2.26159], [-2.37049, 4.02968, 1.12392], [-1.10791, 2.86148, 1.51567], [-2.80475, 2.49408, 1.85921], [-3.34444, 2.40953, -0.51382], [-0.50317, 3.41679, -0.96930], [-2.00300, 4.29810, -1.23192], [-1.59845, 2.94214, -2.28297], [-2.73322, -0.99821, -1.87940], [-1.78260, 1.34712, -3.57758], [-2.35831, -0.22243, -4.12027], [-0.84944, -0.11716, -3.23359], [-4.02704, 1.71578, -2.43008], [-4.68547, 0.51227, -1.31505], [-4.54516, 0.14551, -3.03288], [-3.88775, 0.71186, 0.76863], [-3.00751, -2.17111, 0.28483], [-4.38824, -1.33312, -0.43934], [-4.38659, -1.71321, 1.27605], [-1.90657, 0.67410, 2.52044], [-2.12812, -1.07588, 2.45316], [-3.46007, -0.04197, 2.94018]],
  "total_charge": 0,
  "spin_multiplicity": 2,
  "gap_ev": [6.5753, 7.0941],
  "lumo_energy_ev": [-1.218, -0.735],
  "s2": 0.77,
  "e_tot_ev": -162492.5012,
  "e_above_lowest_kcal_mol": 14.03,
  "e_homo_ev": [-7.8, -7.8]
}


What is the formula in the second record?
C26H34BrCrN11PS